No. 1
C36H30ClN5O6ReSTe | ωB97M-V/def2-TZVPD

Geometry as XYZ:
```
81
Properties=species:S:1:pos:R:3
Re -0.024 0.702 -0.772
O -1.006 2.279 0.091
N -0.837 2.467 1.351
N -0.334 1.471 1.922
O -0.081 0.350 1.251
C -0.024 1.502 3.333
C 0.668 0.432 3.860
C 0.987 0.446 5.210
C 0.617 1.517 6.007
C -0.071 2.588 5.448
C -0.396 2.593 4.103
H 0.964 -0.381 3.218
H 1.535 -0.386 5.635
H 0.867 1.524 7.059
H -0.358 3.430 6.063
H -0.927 3.422 3.659
C -1.184 4.245 -2.697
C 0.315 4.203 -2.787
C 0.977 4.981 -3.775
C 2.330 4.920 -3.873
C 3.057 4.072 -3.005
C 4.467 3.969 -3.059
C 5.114 3.114 -2.217
C 4.378 2.323 -1.310
C 3.009 2.401 -1.224
S 2.200 1.391 -0.020
C 2.316 3.312 -2.074
N 0.963 3.412 -1.970
H -1.580 5.138 -3.179
H -1.511 4.214 -1.661
H -1.603 3.368 -3.198
H 0.394 5.605 -4.439
H 2.865 5.503 -4.614
H 5.013 4.572 -3.775
H 6.193 3.025 -2.247
H 4.898 1.627 -0.662
O 1.369 -1.952 -5.841
C 1.613 -2.798 -4.853
O 1.939 -3.938 -5.042
C 1.468 -2.269 -3.459
C 1.752 -2.967 -2.299
Cl 2.314 -4.547 -2.090
N 1.452 -2.191 -1.233
N 0.996 -0.998 -1.663
C 0.989 -1.043 -2.983
C 0.465 0.185 -3.639
O 0.508 0.337 -4.845
O -0.006 1.052 -2.794
C 1.695 -2.487 0.152
C 0.622 -2.566 1.019
C 0.850 -2.942 2.334
C 2.139 -3.218 2.768
C 3.209 -3.112 1.886
C 2.990 -2.748 0.569
H 1.067 -1.061 -5.523
H -0.382 -2.359 0.675
H 0.012 -3.029 3.013
H 2.311 -3.517 3.793
H 4.216 -3.319 2.222
H 3.814 -2.657 -0.127
C -5.275 -3.651 3.167
C -4.523 -2.879 2.114
C -4.441 -1.497 2.157
C -3.796 -0.762 1.163
C -3.786 0.740 1.276
C -3.199 -1.444 0.096
Te -2.376 -0.377 -1.546
C -3.267 -2.847 0.031
C -2.697 -3.643 -1.118
C -3.920 -3.536 1.048
H -5.559 -3.010 4.001
H -4.676 -4.476 3.558
H -6.187 -4.081 2.749
H -4.895 -0.965 2.987
H -4.083 1.049 2.279
H -4.480 1.190 0.562
H -2.807 1.156 1.057
H -1.649 -3.408 -1.297
H -3.224 -3.429 -2.050
H -2.778 -4.712 -0.918
H -3.975 -4.620 0.995
```

Output
E: -90335.136 eV
Molecular weight: 1010.0 u
Multiplicity: 4

***

No. 2
C36H30CsN11S6 | ωB97M-V/def2-TZVPD

Geometry as XYZ:
```
84
Properties=species:S:1:pos:R:3
Cs 0.144 1.990 -1.251
N 5.932 1.608 -2.260
C 4.629 1.554 -1.808
S 3.417 1.999 -2.947
N 4.535 1.120 -0.574
N 3.288 1.150 -0.014
C 3.295 0.737 1.196
C 2.112 0.726 2.066
C 2.232 0.186 3.350
C 1.143 0.235 4.207
C -0.045 0.778 3.747
C -0.081 1.283 2.452
N 0.974 1.285 1.642
H 6.039 1.587 -3.258
H 6.600 1.101 -1.701
H 4.233 0.398 1.643
H 3.183 -0.224 3.670
H 1.219 -0.145 5.220
H -0.926 0.830 4.372
H -0.993 1.729 2.052
C 0.966 2.975 -6.636
C -0.070 2.418 -7.366
C -1.142 1.867 -6.686
C -1.143 1.889 -5.292
N -0.138 2.412 -4.589
C 0.885 2.942 -5.251
C -2.292 1.332 -4.523
C -3.591 1.506 -4.983
C -4.640 1.005 -4.226
C -4.352 0.360 -3.039
C -3.022 0.242 -2.655
N -2.010 0.699 -3.383
H 1.828 3.419 -7.116
H -0.043 2.406 -8.449
H -1.962 1.404 -7.220
H 1.681 3.354 -4.641
H -3.778 2.063 -5.892
H -5.665 1.146 -4.546
H -5.132 -0.005 -2.386
H -2.757 -0.231 -1.716
S -5.653 6.932 2.534
C -4.646 5.946 1.611
S -3.399 6.513 0.594
C -2.742 4.988 0.017
C -3.393 3.888 0.504
S -3.100 2.197 0.201
S -4.726 4.243 1.585
S -1.401 5.124 -1.074
N 0.593 -3.020 4.362
C 0.550 -3.544 5.633
C 1.534 -3.826 6.572
C 1.113 -4.363 7.775
C -0.244 -4.610 8.030
C -1.217 -4.323 7.092
C -0.815 -3.776 5.875
N -1.569 -3.380 4.786
C -0.703 -2.929 3.919
C -0.994 -2.344 2.607
C -2.174 -1.646 2.385
C -2.347 -1.005 1.167
N -1.449 -1.068 0.182
C -0.339 -1.770 0.389
C -0.056 -2.408 1.585
H 1.382 -2.598 3.902
H 2.582 -3.635 6.375
H 1.845 -4.596 8.538
H -0.530 -5.031 8.986
H -2.266 -4.505 7.286
H -2.916 -1.569 3.168
H -3.217 -0.384 0.986
H 0.356 -1.828 -0.441
H 0.871 -2.957 1.691
C 0.880 -1.339 -3.905
C 1.727 -1.870 -2.792
N 1.580 -3.046 -2.231
C 2.553 -3.091 -1.253
C 3.298 -1.945 -1.267
N 2.753 -1.171 -2.260
H -0.051 -0.913 -3.515
H 0.620 -2.168 -4.563
H 1.396 -0.560 -4.465
H 2.672 -3.954 -0.617
H 4.119 -1.594 -0.665
H 2.968 -0.196 -2.496
```

Output
E: -119774.511 eV
Molecular weight: 942.0 u
Total charge: -2

***

No. 3
C36H30FN2NiO3PS2 | ωB97M-V/def2-TZVPD

Geometry as XYZ:
```
76
Properties=species:S:1:pos:R:3
Ni -0.383 -0.008 1.007
C -3.122 -1.015 4.342
C -2.102 -0.309 3.484
N -1.774 -0.794 2.341
N -2.376 -1.985 1.975
C -1.551 -2.777 1.389
S 0.130 -2.542 1.135
S -2.340 -4.262 0.731
C -2.649 -3.646 -0.970
C -1.670 -4.145 -1.989
C -1.949 -5.272 -2.753
C -1.040 -5.741 -3.688
C 0.167 -5.086 -3.872
C 0.455 -3.959 -3.118
C -0.457 -3.490 -2.190
C -1.385 0.856 4.010
C -2.012 1.694 4.930
C -1.361 2.729 5.570
C -0.002 2.913 5.309
C 0.652 2.112 4.412
C -0.003 1.084 3.671
O 0.650 0.431 2.792
H -2.738 -2.000 4.616
H -3.337 -0.462 5.250
H -4.034 -1.189 3.774
H -3.657 -3.975 -1.232
H -2.651 -2.556 -0.913
H -2.895 -5.787 -2.613
H -1.277 -6.620 -4.276
H 0.880 -5.452 -4.600
H 1.396 -3.443 -3.244
H -0.226 -2.634 -1.575
H -3.063 1.538 5.141
H -1.891 3.377 6.256
H 0.541 3.710 5.809
H 1.701 2.267 4.188
O -2.429 -0.319 -2.658
C -1.558 -0.318 -1.793
O -1.707 -0.583 -0.581
C -0.113 -0.019 -2.276
P 1.069 0.315 -0.911
C 1.744 1.947 -1.388
C 0.876 2.962 -1.792
C 1.356 4.227 -2.078
C 2.710 4.505 -1.956
C 3.579 3.507 -1.540
C 3.099 2.241 -1.257
C 2.479 -0.768 -1.358
C 2.982 -0.851 -2.654
C 4.020 -1.714 -2.953
C 4.567 -2.511 -1.956
C 4.075 -2.434 -0.665
C 3.035 -1.566 -0.366
H -0.125 0.793 -3.011
H 0.220 -0.921 -2.807
H -0.188 2.775 -1.841
H 0.662 5.004 -2.369
H 3.083 5.499 -2.169
H 4.637 3.716 -1.429
H 3.786 1.472 -0.929
H 2.555 -0.233 -3.432
H 4.399 -1.774 -3.965
H 5.371 -3.198 -2.191
H 4.484 -3.063 0.114
H 2.635 -1.516 0.638
F -2.136 5.955 0.312
C -1.757 4.633 0.469
C -2.625 3.636 0.076
C -2.221 2.314 0.235
C -0.980 1.954 0.770
C -0.158 3.022 1.150
C -0.522 4.354 1.013
H -3.588 3.894 -0.344
H -2.893 1.532 -0.098
H 0.817 2.807 1.578
H 0.131 5.163 1.311
```

Output
E: -121664.179 eV
Molecular weight: 711.4 u
Total charge: -2
Multiplicity: 3

***

No. 4
C36H30N10Tl | ωB97M-V/def2-TZVPD

Geometry as XYZ:
```
77
Properties=species:S:1:pos:R:3
Tl 0.842 0.356 -0.396
C -1.828 1.704 2.003
N -0.566 2.267 1.480
C -0.794 3.438 0.617
C -1.345 3.049 -0.756
C -1.467 3.921 -1.916
C -1.538 3.485 -3.206
C -1.405 2.089 -3.772
C -1.664 0.981 -1.927
N -1.782 1.845 -0.864
C 0.455 2.475 2.521
C 1.142 1.196 3.009
C 2.134 1.213 4.042
C 2.883 0.157 4.470
C 2.998 -1.303 4.125
C 1.210 -1.102 2.262
N 0.706 0.098 2.478
C -2.050 0.205 1.868
C -2.816 -0.422 2.838
C -3.150 -1.760 2.693
C -2.702 -2.442 1.574
C -1.927 -1.749 0.662
N -1.594 -0.456 0.790
H -1.966 1.986 3.051
H -2.654 2.178 1.469
H -1.498 4.171 1.041
H 0.138 3.981 0.451
H -1.529 4.987 -1.727
H -1.644 4.268 -3.950
H -1.255 2.107 -4.848
H -1.797 -0.043 -1.576
H 1.232 3.157 2.166
H 0.042 2.950 3.425
H 2.290 2.160 4.547
H 3.559 0.406 5.283
H 4.060 -1.565 4.181
H 0.506 -1.809 1.827
H -3.165 0.139 3.696
H -3.756 -2.256 3.439
H -2.950 -3.482 1.406
H -1.551 -2.252 -0.224
C 2.458 -1.849 2.823
C 2.678 -1.110 1.555
N 2.571 -1.700 0.317
C 2.003 -2.870 0.276
C 2.071 -3.706 1.487
N 2.369 -3.236 2.648
C 1.365 -3.219 -1.040
C 1.346 -4.481 -1.604
C 0.736 -4.660 -2.853
C 0.155 -3.538 -3.454
C 0.210 -2.312 -2.814
N 0.795 -2.153 -1.621
C -0.419 -1.028 -3.325
C -1.763 -0.985 -4.039
N -2.608 -0.044 -3.996
C -2.560 1.175 -3.265
C -0.440 1.302 -2.845
N 0.217 0.030 -3.044
C 0.718 -5.978 -3.516
C 0.542 -7.143 -2.781
C 0.526 -8.352 -3.456
N 0.684 -8.483 -4.778
C 0.863 -7.347 -5.461
C 0.880 -6.084 -4.891
H 2.540 -1.855 4.957
H 3.195 -0.158 1.612
H 1.997 -4.786 1.387
H 1.839 -5.319 -1.126
H -0.333 -3.648 -4.415
H -1.994 -1.822 -4.697
H -3.553 1.584 -3.115
H 0.287 1.984 -2.405
H 0.383 -7.119 -1.710
H 0.374 -9.274 -2.907
H 1.005 -7.456 -6.530
H 1.060 -5.213 -5.510
```

Output
E: -57379.460 eV
Molecular weight: 807.1 u
Total charge: +3

***

No. 5
C36H30N3O4ReSSe | ωB97M-V/def2-TZVPD

Geometry as XYZ:
```
76
Properties=species:S:1:pos:R:3
Re -1.355 -0.619 -0.994
O -1.212 -0.997 -3.310
S -1.284 0.442 -3.562
O -2.560 0.965 -3.925
N -0.911 0.968 -2.029
C -0.382 2.048 -1.407
C -0.044 3.233 -2.034
C 0.477 4.282 -1.277
C 0.676 4.130 0.063
C 0.379 2.924 0.779
C 0.682 2.906 2.125
C 0.489 1.740 2.995
C 1.049 0.449 2.366
N -0.577 0.588 0.426
C -0.194 1.823 0.017
C -0.040 0.966 -4.707
C 1.196 0.349 -4.719
C 2.160 0.814 -5.600
C 1.873 1.879 -6.442
C 0.625 2.483 -6.419
C -0.345 2.023 -5.545
H -0.207 3.337 -3.093
H 0.720 5.211 -1.766
H 1.091 4.945 0.632
H 1.075 3.803 2.575
H 0.812 1.926 4.017
H 1.247 -0.311 3.117
H 1.383 -0.486 -4.062
H 3.133 0.350 -5.628
H 2.627 2.236 -7.126
H 0.406 3.310 -7.075
H -1.334 2.451 -5.499
Se -3.608 0.154 -1.120
C -4.711 -0.869 0.100
C -4.892 -0.415 1.403
C -5.770 -1.074 2.243
C -6.476 -2.175 1.785
C -6.305 -2.619 0.484
C -5.425 -1.969 -0.362
H -4.355 0.458 1.740
H -5.921 -0.713 3.249
H -7.171 -2.678 2.438
H -6.870 -3.463 0.120
H -5.299 -2.304 -1.380
C 4.889 -3.536 1.695
C 4.145 -2.480 0.938
C 4.141 -2.500 -0.450
C 3.465 -1.537 -1.183
C 2.777 -0.543 -0.524
C 2.777 -0.500 0.873
N 2.136 0.589 1.486
C -0.420 0.139 1.781
C -0.956 1.160 2.817
C -1.530 0.575 4.053
C -1.653 -0.741 4.240
C -1.274 -1.684 3.217
C -0.770 -1.295 2.035
C -0.369 -2.368 1.032
O 0.498 -3.163 1.286
O -1.065 -2.321 -0.067
C 3.472 -1.462 1.619
C 3.541 -1.383 3.113
H 5.254 -4.307 1.023
H 4.240 -3.995 2.436
H 5.746 -3.106 2.214
H 4.683 -3.274 -0.974
H 3.485 -1.562 -2.263
H 2.234 0.219 -1.075
H 2.053 1.374 0.852
H -1.645 1.895 2.396
H -1.871 1.285 4.792
H -2.084 -1.135 5.146
H -1.442 -2.733 3.411
H 3.442 -0.356 3.454
H 4.492 -1.766 3.471
H 2.755 -1.989 3.564
```

Output
E: -128782.083 eV
Molecular weight: 865.9 u
Total charge: +1
Multiplicity: 2

***

No. 6
C36H30N5OPTl | ωB97M-V/def2-TZVPD

Geometry as XYZ:
```
74
Properties=species:S:1:pos:R:3
Tl 0.663 0.499 -2.513
C -2.537 -3.100 -3.279
C -1.416 -2.272 -3.101
N -1.497 -1.066 -2.602
C -2.698 -0.548 -2.255
C -3.898 -1.287 -2.460
C -3.769 -2.602 -2.960
C -5.156 -0.692 -2.228
C -5.192 0.637 -1.893
C -4.025 1.375 -1.661
C -2.745 0.803 -1.710
N -1.578 1.414 -1.374
C -1.526 2.454 -0.497
C -2.521 2.823 0.419
C -2.415 3.947 1.243
C -1.312 4.759 1.225
C -0.217 4.378 0.424
C 1.005 5.086 0.441
C 2.070 4.637 -0.286
C 1.916 3.457 -1.032
N 0.793 2.789 -1.089
C -0.291 3.219 -0.402
H -2.417 -4.099 -3.679
H -0.418 -2.615 -3.364
H -4.666 -3.193 -3.110
H -6.061 -1.274 -2.352
H -6.151 1.135 -1.786
H -4.115 2.424 -1.424
H -3.396 2.199 0.512
H -3.237 4.177 1.913
H -1.247 5.647 1.843
H 1.084 5.975 1.057
H 3.022 5.153 -0.277
H 2.754 3.044 -1.586
N 2.407 -0.648 0.795
P 0.766 -0.871 0.188
C 0.390 -2.558 0.899
C 0.771 -2.930 2.186
C 0.505 -4.202 2.676
C -0.180 -5.120 1.893
C -0.586 -4.757 0.616
C -0.290 -3.493 0.122
C 0.045 -0.014 1.761
C 0.652 1.034 2.452
C 0.003 1.693 3.493
C -1.283 1.326 3.859
C -1.926 0.312 3.156
C -1.273 -0.332 2.118
C 3.519 -0.192 0.156
C 4.791 -0.345 0.758
C 5.906 0.098 0.090
C 5.768 0.694 -1.164
C 4.484 0.837 -1.654
N 3.390 0.430 -1.017
H 2.570 -0.965 1.737
H 1.255 -2.210 2.838
H 0.820 -4.471 3.678
H -0.400 -6.109 2.278
H -1.127 -5.466 -0.001
H -0.575 -3.216 -0.884
H 1.655 1.344 2.175
H 0.500 2.505 4.013
H -1.790 1.840 4.667
H -2.941 0.033 3.418
H -1.787 -1.115 1.566
H 4.869 -0.815 1.732
H 6.888 -0.023 0.534
H 6.624 1.042 -1.725
H 4.308 1.318 -2.614
C 2.516 -2.807 -1.391
O 1.507 -1.855 -1.365
H 2.177 -3.751 -1.850
H 2.879 -3.065 -0.380
H 3.391 -2.456 -1.965
```

Output
E: -61301.608 eV
Molecular weight: 784.0 u
Total charge: -1